(1)
Below is a molecular structure, C28H40BNNiO4PSe2Si, with properties calculated with the ωB97M-V functional and the def2-TZVPD basis.

The net charge is -1. The energy above the lowest of the compared OMol25 structures with the same formula, charge and spin comes out at 47.6 kJ/mol. For the HOMO energy, the calculation gives -4.717 eV. The calculation puts the HOMO-LUMO gap at 7.209 eV. Its LUMO energy is 2.492 eV.

XYZ file:
```
79
Properties=species:S:1:pos:R:3:forces:R:3:mulliken_charge:R:1
Ni 0.076 0.122 0.147 0.04 -0.17 0.13 -0.022
Se -0.368 -2.169 0.359 0.13 0.04 0.08 -0.570
P 1.638 -2.484 1.193 -0.12 -0.07 -0.14 -0.011
Se 2.586 -0.780 2.027 -0.05 0.12 -0.07 -0.374
C 2.632 -3.204 -0.171 -0.01 -0.05 0.02 0.754
C 3.885 -2.702 -0.490 0.00 0.01 0.01 -0.465
C 4.604 -3.237 -1.553 -0.01 0.00 0.01 -0.482
C 4.077 -4.283 -2.293 0.00 -0.01 0.00 -0.465
C 2.827 -4.799 -1.967 0.00 0.00 -0.02 -0.570
C 2.107 -4.261 -0.915 0.02 0.01 0.01 -0.589
C 1.581 -3.875 2.381 0.00 -0.03 -0.04 0.857
C 0.485 -4.725 2.459 0.00 0.01 0.01 -0.324
C 0.499 -5.803 3.335 -0.01 0.01 -0.01 -0.625
C 1.606 -6.035 4.136 0.00 -0.01 0.00 -0.415
C 2.701 -5.183 4.065 0.01 0.00 0.00 -0.622
C 2.689 -4.106 3.193 -0.02 0.00 -0.01 -0.516
H 4.277 -1.874 0.090 0.01 0.00 0.00 0.353
H 5.574 -2.826 -1.805 0.00 0.00 0.00 0.393
H 4.631 -4.693 -3.127 0.00 0.00 0.00 0.373
H 2.406 -5.609 -2.550 0.00 0.00 0.00 0.372
H 1.118 -4.640 -0.687 0.00 0.00 0.01 0.337
H -0.386 -4.530 1.845 0.00 0.00 -0.01 0.297
H -0.362 -6.458 3.394 0.00 0.00 0.00 0.387
H 1.615 -6.873 4.822 0.00 0.00 0.00 0.356
H 3.565 -5.354 4.696 0.00 0.00 0.00 0.372
H 3.529 -3.424 3.148 0.00 0.00 0.00 0.333
C 0.046 5.863 0.969 0.00 -0.02 0.02 -1.011
Si -0.092 4.903 -0.636 0.02 0.04 -0.05 -0.128
C 1.343 5.363 -1.755 0.00 0.00 -0.01 -1.033
C -1.697 5.375 -1.487 -0.01 -0.02 0.01 -0.914
C -0.063 3.124 -0.308 -0.03 -0.02 -0.07 0.189
C -0.025 1.913 -0.117 0.07 0.07 0.17 0.198
H 0.034 6.941 0.793 -0.01 0.00 0.00 0.304
H 0.971 5.608 1.489 0.00 0.00 0.00 0.311
H -0.785 5.613 1.633 0.00 0.01 0.00 0.276
H 1.344 6.431 -1.989 0.00 0.00 0.01 0.319
H 1.284 4.811 -2.697 0.00 -0.01 0.01 0.296
H 2.295 5.113 -1.281 0.00 0.00 0.00 0.307
H -1.742 6.447 -1.693 0.01 0.00 0.00 0.346
H -2.552 5.110 -0.861 0.00 0.01 -0.01 0.242
H -1.799 4.838 -2.432 0.00 0.00 0.00 0.286
C -3.784 2.747 0.775 -0.01 0.00 0.01 -1.760
C -3.726 1.266 1.133 0.02 0.00 -0.01 1.672
C -5.081 0.614 0.931 -0.01 0.00 0.01 -1.990
O -2.776 0.651 0.242 -0.02 0.01 -0.02 -0.485
B -1.540 0.686 0.877 -0.02 0.04 -0.01 0.433
O -1.675 1.043 2.212 -0.05 0.01 -0.01 -0.491
C -3.078 1.013 2.523 0.01 -0.01 0.00 1.842
C -3.391 -0.374 3.075 0.00 0.00 0.01 -1.954
C -3.371 2.076 3.566 0.00 0.00 -0.01 -1.841
H -4.049 2.839 -0.280 0.01 0.00 0.00 0.572
H -2.807 3.212 0.919 0.00 -0.01 0.00 0.091
H -4.530 3.278 1.371 0.00 0.00 0.00 0.351
H -5.450 0.846 -0.069 0.00 0.00 0.00 0.473
H -5.803 0.991 1.660 0.00 0.00 0.00 0.325
H -5.013 -0.468 1.028 0.00 0.00 0.00 0.372
H -3.186 -1.142 2.327 0.00 0.00 0.00 0.333
H -4.431 -0.455 3.398 0.00 0.00 0.00 0.341
H -2.740 -0.560 3.930 0.00 0.00 0.00 0.507
H -2.996 3.047 3.250 0.00 0.00 0.00 0.300
H -2.879 1.809 4.502 0.00 0.00 0.00 0.475
H -4.446 2.151 3.751 0.00 0.00 0.00 0.319
O -0.087 0.756 -5.612 0.02 0.02 -0.01 -0.587
C 0.008 -0.432 -5.011 -0.03 0.02 0.05 0.097
O -0.095 -1.473 -5.607 0.02 -0.04 0.05 -0.629
C 0.250 -0.320 -3.501 0.01 0.00 -0.03 0.821
N 0.487 1.090 -3.149 -0.02 0.04 -0.10 -0.516
C 1.897 1.213 -2.754 0.02 0.01 0.02 -0.834
C 2.266 -0.146 -2.175 0.03 -0.05 0.13 0.845
C 1.486 -1.129 -3.045 0.09 -0.07 -0.10 -0.545
H -0.654 -0.683 -3.008 -0.02 0.00 0.02 0.231
H -0.093 1.374 -2.366 -0.01 -0.03 0.06 0.025
H 0.061 1.393 -4.861 -0.01 -0.01 0.00 0.491
H 2.001 2.031 -2.042 0.01 0.01 -0.02 0.252
H 2.508 1.431 -3.637 0.00 -0.01 0.00 0.367
H 1.941 -0.211 -1.126 -0.01 0.04 -0.04 -0.909
H 3.339 -0.342 -2.163 0.00 0.01 -0.06 0.522
H 1.211 -2.036 -2.508 -0.06 0.05 0.01 -0.047
H 2.074 -1.435 -3.914 0.00 0.03 0.01 0.411
```
Positions in Å, forces in eV/Å.

=====

(2)
Below is 2 unconnected molecules or ions with the total composition C28H40I4NO4, with properties calculated with the ωB97M-V functional and the def2-TZVPD basis.

The net charge is +1. The energy above the lowest of the compared OMol25 structures with the same formula, charge and spin comes out at 0.0 kJ/mol. For the HOMO energy, the calculation gives -10.681 eV. The calculation puts the HOMO-LUMO gap at 6.874 eV. Its LUMO energy is -3.807 eV.

XYZ file:
```
77
Properties=species:S:1:pos:R:3:forces:R:3:mulliken_charge:R:1
C 3.903 -3.280 -0.212 0.16 0.05 -0.10 -1.457
C 2.501 -2.833 -0.002 -0.14 0.03 -0.20 0.475
I 1.501 -2.276 -1.787 0.09 0.00 0.24 0.194
C 1.860 -2.715 1.155 0.32 0.18 -0.20 -1.191
I 2.813 -3.212 2.953 -0.27 -0.04 0.02 0.264
C 0.454 -2.283 1.234 0.21 -0.45 0.10 -0.176
C -0.552 -3.238 1.096 -0.44 0.09 0.16 1.330
C -0.247 -4.690 0.900 -0.07 -0.08 0.25 -1.819
C -1.879 -2.824 1.148 0.61 0.17 0.01 -0.527
C -2.184 -1.480 1.303 -0.12 0.20 0.22 -0.463
C -3.629 -1.045 1.317 0.27 0.17 -0.30 -0.975
I -3.949 0.705 2.535 -0.01 -0.12 -0.05 0.139
C -4.317 -0.864 -0.082 -0.01 -0.62 0.68 -0.183
C -5.380 -1.950 -0.282 0.24 0.38 -0.08 -1.401
I -2.922 -0.976 -1.717 -0.13 0.34 -0.12 0.117
C -1.139 -0.595 1.417 -0.11 -0.01 0.02 0.053
N 0.149 -0.981 1.404 -0.49 -0.22 -0.09 0.549
C 1.154 0.092 1.539 0.15 0.24 -0.19 -1.720
C 1.516 0.525 2.971 -0.06 0.39 0.23 0.716
C 0.609 -0.046 4.047 -0.10 -0.18 -0.35 -1.238
O 2.893 0.272 3.154 -0.03 -0.24 -0.24 -0.190
C 3.484 1.018 4.202 0.21 0.25 0.62 -1.027
C 3.584 0.277 5.509 -0.11 -0.29 0.64 0.465
C 4.233 -0.954 5.600 0.03 -0.11 0.30 -0.322
C 4.298 -1.642 6.811 -0.32 0.58 -0.13 -0.817
C 3.714 -1.095 7.957 0.16 -0.09 -0.41 -0.379
C 3.092 0.147 7.895 0.25 -0.40 -0.35 -0.686
C 3.034 0.818 6.677 0.00 -0.08 -0.25 -0.326
H 4.242 -3.954 0.567 -0.06 -0.09 0.14 0.428
H 4.557 -2.408 -0.198 0.11 0.09 -0.05 0.318
H 4.019 -3.766 -1.174 0.01 -0.05 -0.10 0.448
H -0.085 -4.921 -0.149 0.21 0.04 -0.16 0.309
H 0.608 -5.004 1.489 0.22 -0.03 -0.09 0.317
H -1.089 -5.292 1.229 -0.16 -0.02 0.01 0.514
H -2.654 -3.567 1.042 -0.19 -0.03 0.02 0.537
H -4.164 -1.821 1.849 -0.18 -0.06 0.10 0.793
H -4.768 0.116 -0.110 0.07 0.21 -0.28 0.574
H -4.904 -2.856 -0.643 -0.16 -0.24 -0.03 0.388
H -6.122 -1.609 -0.997 -0.02 -0.14 -0.22 0.376
H -5.895 -2.167 0.651 -0.08 0.06 0.13 0.397
H -1.318 0.462 1.524 0.03 0.11 0.03 0.653
H 0.723 0.943 1.025 -0.11 0.07 -0.12 0.627
H 2.048 -0.169 0.986 0.12 -0.25 0.08 0.470
H 1.393 1.612 2.979 -0.04 0.12 0.01 0.303
H 0.872 0.313 5.033 0.19 0.01 0.11 0.444
H 0.646 -1.134 4.032 0.01 -0.10 0.20 0.214
H -0.418 0.268 3.860 -0.14 0.01 0.00 0.357
H 2.937 1.945 4.395 -0.17 0.08 -0.21 0.422
H 4.479 1.320 3.885 0.12 -0.14 -0.27 0.411
H 4.706 -1.390 4.729 -0.01 0.07 -0.12 0.737
H 4.805 -2.593 6.849 0.05 -0.13 0.09 0.419
H 3.757 -1.649 8.882 -0.01 0.04 0.13 0.394
H 2.653 0.558 8.789 -0.09 0.19 0.04 0.399
H 2.537 1.778 6.609 -0.03 0.07 0.09 0.354
C 0.299 1.192 -4.111 0.02 0.05 -0.15 -0.656
O -0.168 1.769 -5.303 -0.22 0.11 0.20 -0.302
C -1.188 1.010 -5.932 0.24 0.05 -0.12 -0.384
C -2.170 1.896 -6.665 -0.09 0.02 -0.08 -0.389
O -3.075 2.595 -5.825 -0.01 -0.05 0.04 -0.455
C -2.586 3.685 -5.057 -0.07 0.00 0.09 -0.282
C -2.252 4.924 -5.857 0.26 0.08 0.03 -0.577
O -1.035 4.765 -6.566 -0.14 -0.24 -0.15 -0.279
C -1.011 5.451 -7.799 0.08 0.02 0.10 -0.786
H 0.878 0.281 -4.312 -0.02 -0.06 0.09 0.346
H 0.944 1.919 -3.620 0.05 -0.02 -0.05 0.288
H -0.537 0.959 -3.439 0.03 -0.08 0.05 0.193
H -1.733 0.408 -5.194 -0.01 0.02 0.03 0.175
H -0.716 0.334 -6.658 -0.13 -0.11 0.01 0.393
H -2.803 1.241 -7.267 -0.01 0.00 0.01 0.407
H -1.656 2.571 -7.350 0.14 0.04 0.11 0.150
H -1.745 3.385 -4.429 0.13 0.03 -0.12 0.102
H -3.413 3.945 -4.391 -0.02 -0.01 -0.02 0.393
H -2.142 5.770 -5.165 -0.17 0.03 0.01 0.391
H -3.076 5.141 -6.545 -0.01 -0.02 -0.01 0.352
H -1.884 5.197 -8.410 -0.02 0.05 0.01 0.351
H -0.115 5.137 -8.331 0.03 0.03 0.05 0.234
H -0.974 6.535 -7.649 -0.05 0.02 -0.06 0.329
```
Positions in Å, forces in eV/Å.

=====

(3)
Below is 5 unconnected molecules or ions with the total composition C28H40N8O3P at a distorted geometry, with properties calculated with the ωB97M-V functional and the def2-TZVPD basis.

The net charge is +1. For the HOMO energy, the calculation gives -11.063 eV. The calculation puts the HOMO-LUMO gap at 6.984 eV. Its LUMO energy is -4.079 eV.

XYZ file:
```
80
Properties=species:S:1:pos:R:3:forces:R:3:mulliken_charge:R:1
C 4.636 -0.067 0.870 -0.17 -0.14 -0.22 -0.803
C 3.947 1.020 1.684 0.52 0.75 0.05 -0.797
N 2.750 1.626 1.060 -0.45 -1.13 -0.35 0.236
C 1.492 1.218 1.657 0.05 0.02 0.13 -1.721
C 1.281 -0.302 1.806 -0.24 -0.22 0.40 -0.500
N -0.081 -0.732 1.321 0.63 0.21 0.07 0.706
C -0.074 -1.981 0.781 -0.24 0.17 -0.24 -0.340
N -0.469 -2.257 -0.534 -0.31 -0.26 0.14 -0.583
N 0.273 -3.060 1.419 0.42 -0.05 -0.04 0.154
O 0.634 -3.049 2.733 -0.15 0.00 -0.01 -0.358
P -1.419 -0.438 2.528 -0.07 -0.01 -0.10 0.009
C -1.705 1.320 2.217 0.03 0.03 0.07 -0.903
O -2.664 -0.974 1.606 0.37 -0.23 -0.33 -0.254
C 2.811 1.731 -0.337 0.06 0.48 0.19 0.568
C 1.700 1.133 -1.178 -0.08 0.62 -0.13 -0.763
O 3.750 2.277 -0.861 0.24 -0.27 -0.06 -0.589
H 5.237 0.368 0.075 0.07 0.02 0.02 0.498
H 3.926 -0.739 0.380 -0.04 -0.04 0.05 0.229
H 5.262 -0.686 1.509 0.08 0.03 0.07 0.122
H 4.673 1.814 1.856 0.02 0.00 0.12 0.394
H 3.667 0.645 2.668 -0.17 0.02 0.00 0.435
H 0.673 1.628 1.083 0.01 0.10 -0.04 0.816
H 1.426 1.678 2.645 0.05 0.01 0.05 0.161
H 1.408 -0.607 2.847 0.04 0.01 0.04 0.615
H 2.027 -0.841 1.225 0.01 0.03 -0.08 0.351
H -1.417 -1.910 -0.685 0.01 0.07 -0.08 0.338
H 0.138 -1.756 -1.178 -0.07 0.10 -0.02 0.329
H 0.231 -3.959 0.945 0.00 0.00 -0.04 0.333
H 1.526 -3.430 2.779 0.05 0.02 0.02 0.369
H -2.780 1.479 2.304 -0.04 0.02 0.17 0.434
H -1.193 1.903 2.981 -0.03 0.14 -0.05 0.371
H -1.399 1.633 1.223 -0.03 -0.03 -0.07 0.189
H -2.738 -1.937 1.601 -0.43 -0.03 0.21 0.334
H 1.778 0.045 -1.173 -0.05 -0.05 0.07 -0.029
H 0.714 1.450 -0.846 -0.11 -0.22 -0.01 0.266
H 1.836 1.504 -2.189 0.06 -0.15 -0.09 0.404
N -5.446 -2.336 0.005 0.05 -0.04 0.15 -0.305
C -5.714 -1.491 1.003 -0.09 -0.07 -0.01 0.092
C -6.936 -1.431 1.652 -0.01 0.00 -0.02 -0.870
C -7.946 -2.284 1.236 0.00 -0.01 0.00 -0.280
C -7.686 -3.162 0.196 0.00 0.00 0.01 -0.393
C -6.425 -3.153 -0.380 0.04 -0.05 -0.04 -0.375
H -4.902 -0.834 1.284 -0.09 0.09 0.05 0.541
H -7.092 -0.728 2.459 0.00 0.01 -0.01 0.384
H -8.917 -2.265 1.713 0.00 0.00 0.00 0.402
H -8.443 -3.845 -0.163 0.00 0.00 -0.01 0.390
H -6.186 -3.833 -1.189 -0.02 0.00 0.00 0.379
N -4.224 2.742 -2.133 0.05 0.01 -0.03 -0.500
C -4.781 2.727 -3.342 0.00 0.00 0.01 -0.247
C -5.397 1.610 -3.890 0.00 -0.01 0.00 -0.449
C -5.434 0.442 -3.145 0.00 0.01 -0.01 -0.491
C -4.861 0.440 -1.883 0.06 0.10 -0.02 0.063
C -4.276 1.613 -1.430 0.06 -0.02 0.04 -0.396
H -4.733 3.656 -3.899 -0.02 -0.01 -0.02 0.387
H -5.834 1.659 -4.878 0.00 0.01 0.00 0.387
H -5.903 -0.451 -3.540 -0.01 0.00 0.00 0.420
H -4.864 -0.442 -1.260 -0.01 -0.03 -0.07 0.351
H -3.818 1.650 -0.445 -0.02 -0.02 0.01 0.496
N 6.336 -2.924 2.451 0.00 0.00 0.01 -0.396
C 7.406 -2.592 1.728 -0.06 0.02 -0.03 0.108
C 8.682 -3.074 1.975 0.01 -0.01 0.01 -0.689
C 8.864 -3.947 3.035 0.00 0.00 0.00 -0.134
C 7.764 -4.301 3.799 0.01 0.00 -0.01 -0.489
C 6.530 -3.766 3.466 -0.04 0.00 0.01 -0.108
H 7.230 -1.905 0.907 0.03 -0.01 -0.01 0.323
H 9.509 -2.768 1.351 0.00 0.01 -0.01 0.345
H 9.845 -4.343 3.262 0.00 0.00 0.00 0.384
H 7.857 -4.977 4.637 -0.01 0.00 0.00 0.346
H 5.650 -4.026 4.045 0.02 0.00 0.02 0.324
N 0.442 5.798 -5.333 0.01 0.01 -0.02 -0.546
C -0.804 5.539 -4.947 0.00 0.00 0.00 -0.232
C -1.123 4.671 -3.913 -0.03 0.01 -0.03 -0.432
C -0.087 4.036 -3.249 0.02 -0.02 0.04 -0.069
C 1.218 4.295 -3.639 -0.01 -0.03 0.02 -0.107
C 1.427 5.184 -4.684 0.00 0.00 -0.01 -0.445
H -1.587 6.055 -5.493 -0.01 0.00 0.01 0.347
H -2.156 4.501 -3.637 0.01 -0.01 0.03 0.367
H -0.296 3.353 -2.434 -0.03 0.00 0.00 0.393
H 2.060 3.827 -3.145 0.02 0.03 0.00 0.345
H 2.432 5.416 -5.016 0.01 -0.01 0.01 0.358
```
Positions in Å, forces in eV/Å.